(1)
C26H20BaBrN2O7PS2 as an isolated structure in a non-equilibrium geometry, computed with ωB97M-V/def2-TZVPD.

E_HOMO: -2.64 eV
ΔE to the lowest compared entry with this formula, charge and spin: 0.0 kcal/mol
calculated total energy: -5376.522890 Ha
frontier orbital gap: 6.342 eV
charge: -2

CARTESIAN COORDINATES (ANGSTROEM)
Ba (0.053, -1.031, 2.325)
O (-2.402, -5.046, 6.756)
C (-1.535, -4.261, 7.386)
O (-1.375, -4.341, 8.587)
C (-0.751, -3.334, 6.550)
C (0.245, -2.502, 7.049)
N (0.740, -1.808, 6.025)
N (0.130, -2.125, 4.879)
C (-0.773, -3.045, 5.171)
C (-1.590, -3.580, 4.035)
O (-2.416, -4.484, 4.270)
O (-1.342, -3.045, 2.927)
H (-2.382, -4.879, 5.750)
H (0.623, -2.381, 8.048)
H (1.568, -1.149, 5.809)
S (-0.489, -2.965, -5.799)
P (0.390, -1.785, -4.456)
S (0.923, -2.445, -2.661)
C (-0.628, -0.263, -4.256)
C (-1.120, 0.377, -5.391)
C (-1.846, 1.548, -5.279)
C (-2.099, 2.094, -4.026)
C (-1.622, 1.459, -2.892)
C (-0.889, 0.286, -3.009)
C (1.879, -1.046, -5.254)
C (2.484, -1.635, -6.353)
C (3.630, -1.084, -6.907)
C (4.180, 0.070, -6.374)
C (3.581, 0.669, -5.273)
C (2.444, 0.109, -4.716)
H (-0.938, -0.062, -6.364)
H (-2.219, 2.036, -6.172)
H (-2.667, 3.013, -3.937)
H (-1.807, 1.875, -1.909)
H (-0.495, -0.217, -2.135)
H (2.032, -2.523, -6.778)
H (4.090, -1.558, -7.766)
H (5.073, 0.501, -6.811)
H (3.999, 1.569, -4.841)
H (1.994, 0.571, -3.846)
Br (0.618, 4.416, 1.116)
C (-1.242, 4.054, 1.084)
C (-2.086, 5.047, 0.608)
C (-3.452, 4.831, 0.573)
C (-3.973, 3.631, 1.037)
C (-3.120, 2.660, 1.529)
C (-1.741, 2.846, 1.545)
C (-0.879, 1.702, 2.029)
O (-0.022, 1.261, 1.237)
O (-1.126, 1.198, 3.141)
H (-1.662, 5.979, 0.263)
H (-4.105, 5.603, 0.187)
H (-5.039, 3.449, 1.019)
H (-3.512, 1.729, 1.918)
C (4.063, -0.278, 3.070)
C (2.695, -0.623, 3.672)
O (2.740, -0.502, 4.916)
H (4.789, -0.043, 3.852)
H (3.960, 0.567, 2.383)
H (4.419, -1.114, 2.459)

Population analysis type Löwdin, resulting atomic charges in e: 1.985, 0.091, -0.522, 0.053, -0.067, -0.014, 0.014, -0.036, -0.166, -0.608, 0.022, -0.274, 0.048, 0.126, 0.104, 0.065, -0.078, 0.086, -0.393, -0.117, -0.106, -0.111, -0.087, -0.114, -0.385, -0.122, -0.109, -0.120, -0.101, -0.097, 0.084, 0.090, 0.089, 0.094, 0.048, 0.054, 0.090, 0.087, 0.093, 0.105, 0.780, -0.610, -0.143, -0.099, -0.086, -0.022, -0.172, -0.787, -0.258, -0.162, 0.090, 0.096, 0.098, 0.122, -0.162, -0.446, -0.187, 0.048, 0.051, 0.049



(2)
C26H20CeN6O8 as an isolated structure in a non-equilibrium geometry, computed with ωB97M-V/def2-TZVPD.

E_HOMO (spin up / spin down): -10.13 / -10.29 eV
multiplicity: 2
calculated total energy: -2408.236683 Ha
frontier orbital gap (spin up / spin down): 6.258 / 6.410 eV
charge: +1

CARTESIAN COORDINATES (ANGSTROEM)
Ce (-0.417, 0.798, -1.348)
O (-1.500, -0.401, 2.735)
C (-1.311, 0.775, 3.376)
C (-1.298, 0.746, 4.768)
C (-1.147, 1.915, 5.485)
C (-0.998, 3.137, 4.834)
C (-0.975, 3.172, 3.459)
C (-1.120, 2.001, 2.705)
C (-1.033, 2.062, 1.240)
O (-1.467, 1.068, 0.524)
N (-0.422, 3.128, 0.722)
N (-0.332, 3.041, -0.618)
C (0.443, 3.775, -1.329)
C (0.460, 3.470, -2.765)
C (1.283, 4.121, -3.677)
C (1.199, 3.788, -5.019)
C (0.277, 2.835, -5.427)
C (-0.487, 2.211, -4.457)
N (-0.383, 2.490, -3.161)
H (-1.588, -0.207, 1.788)
H (-1.421, -0.209, 5.261)
H (-1.146, 1.875, 6.567)
H (-0.898, 4.049, 5.407)
H (-0.834, 4.099, 2.921)
H (1.057, 4.569, -0.913)
H (1.977, 4.876, -3.333)
H (1.837, 4.279, -5.742)
H (0.156, 2.580, -6.471)
H (-1.225, 1.461, -4.723)
O (2.284, -2.155, -3.522)
C (1.260, -1.449, -3.098)
O (1.243, -0.233, -3.055)
C (0.077, -2.240, -2.629)
C (0.047, -3.603, -2.383)
C (-1.085, -4.119, -1.767)
C (-2.120, -3.271, -1.398)
C (-2.007, -1.924, -1.712)
N (-0.942, -1.443, -2.342)
C (-2.958, -0.798, -1.380)
O (-3.993, -1.000, -0.599)
O (-2.736, 0.300, -1.847)
H (3.021, -1.575, -3.762)
H (0.888, -4.229, -2.646)
H (-1.154, -5.177, -1.551)
H (-2.986, -3.666, -0.882)
H (-4.018, -1.877, -0.196)
O (1.581, 0.936, -0.395)
N (1.949, 0.135, 0.549)
N (1.220, -0.888, 0.704)
O (0.155, -1.121, -0.037)
C (1.584, -1.844, 1.711)
C (0.679, -2.846, 2.028)
C (1.009, -3.775, 2.999)
C (2.233, -3.702, 3.646)
C (3.135, -2.700, 3.316)
C (2.820, -1.766, 2.345)
H (-0.274, -2.869, 1.523)
H (0.306, -4.554, 3.263)
H (2.490, -4.424, 4.410)
H (4.091, -2.646, 3.818)
H (3.511, -0.982, 2.077)

Population analysis type Löwdin, resulting atomic charges in e: 1.269, 0.065, -0.243, -0.007, -0.065, -0.078, -0.020, -0.072, -0.350, -0.183, 0.115, -0.121, -0.031, -0.231, 0.013, -0.028, -0.029, -0.096, -0.006, 0.067, 0.120, 0.110, 0.105, 0.112, 0.145, 0.125, 0.120, 0.115, 0.131, 0.194, -0.415, 0.058, -0.145, 0.066, 0.013, 0.050, -0.150, 0.073, -0.429, 0.220, 0.044, 0.159, 0.137, 0.129, 0.129, 0.135, -0.220, 0.071, -0.158, -0.177, -0.158, -0.017, -0.065, -0.072, -0.064, -0.008, 0.105, 0.109, 0.109, 0.111, 0.112



(3)
C26H20I2N2O2PbS3 as an isolated structure, computed with ωB97M-V/def2-TZVPD.

E_HOMO: -12.95 eV
calculated total energy: -3245.038964 Ha
frontier orbital gap: 5.463 eV
charge: +2

CARTESIAN COORDINATES (ANGSTROEM)
Pb (1.160, -0.593, 0.044)
I (-5.397, 1.466, -3.764)
C (-3.884, 0.614, -2.625)
C (-3.728, -0.766, -2.592)
C (-2.718, -1.328, -1.824)
I (-2.514, -3.405, -1.788)
C (-1.847, -0.540, -1.067)
O (-0.935, -1.102, -0.266)
C (-2.012, 0.856, -1.117)
C (-1.100, 1.750, -0.320)
N (0.334, 1.568, -0.697)
C (0.580, 1.801, -2.139)
C (1.965, 1.357, -2.550)
C (2.647, 1.972, -3.585)
C (3.884, 1.470, -3.962)
C (4.409, 0.377, -3.287)
C (3.671, -0.175, -2.259)
N (2.474, 0.302, -1.899)
C (-3.018, 1.416, -1.894)
H (-4.387, -1.402, -3.166)
H (-1.388, 2.793, -0.472)
H (-1.160, 1.535, 0.749)
H (0.879, 2.251, -0.173)
H (-0.159, 1.223, -2.698)
H (0.422, 2.852, -2.394)
H (2.216, 2.826, -4.088)
H (4.435, 1.931, -4.771)
H (5.372, -0.038, -3.547)
H (4.045, -1.022, -1.696)
H (-3.130, 2.494, -1.921)
O (-0.292, -0.135, 2.475)
C (-0.799, -1.240, 2.540)
C (-2.522, -1.284, 4.348)
C (-2.427, -2.344, 5.210)
C (-2.582, -1.948, 6.562)
C (-2.780, -0.608, 6.691)
S (-2.771, 0.195, 5.190)
C (0.007, -2.468, 2.528)
C (-0.116, -3.580, 1.725)
C (0.968, -4.474, 1.883)
C (1.881, -4.023, 2.793)
S (1.458, -2.515, 3.453)
C (-2.330, -1.309, 2.847)
C (-3.073, -0.189, 2.192)
C (-4.067, -0.547, 1.357)
C (-4.201, -1.960, 1.290)
S (-3.147, -2.817, 2.210)
H (-2.256, -3.369, 4.907)
H (-2.554, -2.632, 7.396)
H (-2.939, -0.039, 7.594)
H (-0.908, -3.718, 1.003)
H (1.065, -5.408, 1.350)
H (2.774, -4.525, 3.133)
H (-2.788, 0.830, 2.415)
H (-4.701, 0.125, 0.797)
H (-4.948, -2.483, 0.704)

Population analysis type Löwdin, resulting atomic charges in e: 1.559, 0.950, -0.749, -0.213, -0.638, 1.004, -0.452, -0.397, -0.195, -0.128, -0.148, -0.115, -0.260, 0.011, -0.007, -0.020, -0.116, -0.061, -0.109, 0.089, 0.136, 0.105, 0.136, 0.140, 0.144, 0.130, 0.129, 0.124, 0.117, 0.109, -0.003, -0.425, -0.531, -0.115, -0.140, -0.360, 1.108, -0.556, -0.151, -0.136, -0.358, 1.100, -0.526, -0.026, -0.062, -0.280, 1.221, 0.118, 0.121, 0.086, 0.051, 0.121, 0.088, 0.132, 0.141, 0.106



(4)
C26H20N4O7Tc as an isolated structure in a non-equilibrium geometry, computed with ωB97M-V/def2-TZVPD.

E_HOMO (spin up / spin down): -8.23 / -8.55 eV
multiplicity: 4
ΔE to the lowest compared entry with this formula, charge and spin: 7.8 kcal/mol
calculated total energy: -1829.334997 Ha
frontier orbital gap (spin up / spin down): 7.606 / 7.044 eV

CARTESIAN COORDINATES (ANGSTROEM)
Tc (1.412, 0.159, -0.005)
O (0.045, -2.193, 1.524)
C (-0.825, -1.600, 0.896)
N (-0.442, -0.714, -0.032)
C (-1.116, -0.407, -1.283)
C (-2.477, -0.350, -1.626)
C (-2.789, -0.006, -2.957)
C (-1.869, 0.518, -3.919)
C (-0.583, 0.453, -3.526)
C (-0.217, -0.033, -2.286)
N (1.189, -0.243, -1.896)
C (1.649, -1.493, -2.311)
O (1.424, -2.066, -3.350)
C (2.394, -2.169, -1.255)
C (2.997, -3.374, -1.378)
C (3.497, -4.059, -0.294)
C (3.368, -3.423, 0.949)
C (2.927, -2.122, 1.049)
N (2.419, -1.558, -0.046)
C (-2.313, -1.755, 1.129)
C (-2.805, -3.080, 1.242)
C (-4.177, -3.309, 1.404)
C (-5.014, -2.212, 1.509)
C (-4.393, -0.936, 1.575)
N (-3.100, -0.724, 1.367)
H (-3.250, -0.581, -0.942)
H (-3.794, 0.013, -3.244)
H (-2.208, 0.861, -4.851)
H (0.236, 0.696, -4.121)
H (3.202, -3.700, -2.417)
H (3.944, -5.028, -0.438)
H (3.680, -3.871, 1.917)
H (2.813, -1.593, 1.996)
H (-2.101, -3.900, 1.025)
H (-4.559, -4.296, 1.484)
H (-6.064, -2.431, 1.652)
H (-4.938, 0.059, 1.690)
O (1.892, 1.482, 3.935)
C (1.625, 1.376, 2.795)
O (1.502, 0.266, 2.095)
C (1.206, 2.721, 2.024)
C (-0.138, 2.431, 1.242)
C (-0.885, 3.665, 0.846)
C (0.106, 4.298, -0.165)
C (1.150, 3.228, -0.342)
O (0.408, 2.014, -0.036)
C (2.192, 3.160, 0.861)
C (3.367, 2.254, 0.543)
O (4.474, 2.634, 0.755)
O (3.108, 1.122, -0.047)
H (1.092, 3.489, 2.796)
H (-0.737, 1.648, 1.645)
H (-1.102, 4.315, 1.652)
H (-1.803, 3.330, 0.319)
H (0.509, 5.247, 0.189)
H (-0.328, 4.451, -1.149)
H (1.619, 3.196, -1.311)
H (2.580, 4.137, 1.122)

Population analysis type Löwdin, resulting atomic charges in e: 1.825, 0.054, -0.459, -0.028, -0.168, 0.006, -0.048, -0.055, -0.045, -0.217, -0.071, -0.447, 0.123, -0.169, 0.004, -0.006, -0.016, -0.076, -0.044, -0.216, 0.014, -0.063, -0.051, -0.134, 0.089, 0.074, 0.078, 0.091, 0.103, 0.145, 0.116, 0.130, 0.126, 0.125, 0.097, 0.100, 0.128, 0.125, -0.576, -0.176, -0.047, -0.231, -0.080, -0.085, -0.200, -0.225, -0.079, -0.604, 0.128, -0.170, 0.152, 0.145, 0.111, 0.137, 0.128, 0.119, 0.162, 0.149